1.
{
  "formula": "C17H29BrCeNO2P2",
  "method": "wB97M-V/def2-TZVPD",
  "species": ["Ce", "Br", "P", "P", "O", "O", "N", "C", "C", "C", "C", "C", "C", "C", "C", "C", "C", "C", "C", "C", "C", "C", "C", "C", "H", "H", "H", "H", "H", "H", "H", "H", "H", "H", "H", "H", "H", "H", "H", "H", "H", "H", "H", "H", "H", "H", "H", "H", "H", "H", "H", "H", "H"],
  "coordinates": [[-0.105, 0.778, 1.527], [0.659, 2.346, 3.551], [-2.427, 0.023, -0.003], [2.455, 0.192, 0.335], [-1.600, -0.407, -3.360], [0.688, -0.722, -2.658], [0.063, 1.777, -0.750], [0.150, 3.657, -2.814], [-0.506, -2.442, 4.207], [-1.062, 2.035, -1.511], [-3.531, -1.242, -0.663], [2.537, 1.862, -0.484], [-2.218, 1.131, -1.444], [0.333, -2.783, 1.538], [3.498, -0.775, -0.795], [-0.506, -1.330, 3.322], [-3.549, 0.880, 1.197], [-1.050, 3.042, -2.488], [3.560, 0.370, 1.777], [-0.058, -1.532, 2.008], [1.252, 2.291, -1.176], [-0.096, -3.699, 3.756], [1.330, 3.230, -2.197], [0.330, -3.871, 2.430], [2.826, 2.607, 0.280], [-0.849, -2.341, 5.241], [0.641, -4.873, 2.122], [3.176, 1.120, 2.484], [-1.922, -0.048, -4.202], [3.558, -1.811, -0.429], [2.318, 3.625, -2.481], [-3.466, -2.111, 0.007], [3.589, -0.599, 2.298], [-4.567, -0.875, -0.706], [-0.854, -0.344, 3.695], [3.055, -0.777, -1.802], [0.180, 4.419, -3.586], [-4.501, 1.127, 0.701], [0.991, -1.586, -2.964], [-0.118, -4.560, 4.440], [4.512, -0.343, -0.830], [-3.157, 1.626, -1.741], [-0.064, -1.063, -0.507], [3.370, 1.800, -1.205], [0.358, -0.975, -1.359], [0.616, -2.892, 0.488], [-3.189, -1.534, -1.666], [4.570, 0.636, 1.433], [-2.000, 3.266, -3.001], [-3.103, 1.796, 1.624], [-2.013, 0.245, -2.504], [-3.747, 0.191, 2.037], [-0.355, -0.535, -3.168]],
  "total_charge": 1,
  "homo_energy_ev": [-10.665, -10.665],
  "gap_ev": [6.05, 6.05]
}

***

2.
{
  "formula": "C17H29Cl10F2NO8",
  "method": "wB97M-V/def2-TZVPD",
  "species": ["Cl", "Cl", "Cl", "Cl", "Cl", "Cl", "Cl", "Cl", "Cl", "Cl", "F", "F", "O", "O", "O", "O", "O", "O", "O", "O", "N", "C", "C", "C", "C", "C", "C", "C", "C", "C", "C", "C", "C", "C", "C", "C", "C", "C", "H", "H", "H", "H", "H", "H", "H", "H", "H", "H", "H", "H", "H", "H", "H", "H", "H", "H", "H", "H", "H", "H", "H", "H", "H", "H", "H", "H", "H"],
  "coordinates": [[-0.350, 7.460, 1.734], [6.676, 3.850, 1.109], [-1.044, 4.402, 0.859], [-1.861, -5.682, -3.888], [-1.329, -5.686, 5.844], [-3.065, 1.418, -0.853], [-1.986, -0.520, -4.687], [-1.322, -3.862, -1.044], [0.477, -3.183, 2.782], [5.391, 3.071, -1.942], [-5.397, -1.760, 0.798], [1.879, -1.123, -1.250], [1.366, 2.667, -1.866], [-3.417, -3.524, 2.584], [2.303, 1.329, -3.286], [0.363, 0.953, 0.934], [2.336, 0.183, 0.344], [-4.920, -4.130, 4.109], [-5.099, -2.183, 3.014], [2.283, 1.783, 1.925], [1.965, 2.449, -2.940], [0.869, 6.157, 1.427], [-4.463, -3.288, 3.364], [-1.109, -4.460, 4.513], [2.264, 3.574, -3.808], [-4.565, -1.688, 1.783], [5.702, 2.425, 0.691], [0.449, 4.759, 1.811], [-0.448, -3.649, -2.594], [4.589, 2.795, -0.349], [1.732, 1.008, 1.180], [-1.200, -4.017, -3.904], [-2.717, 0.137, -2.109], [0.167, 0.101, -0.123], [0.350, -4.309, 4.120], [-3.390, -2.597, 1.453], [1.368, -0.748, -0.085], [-2.233, 0.710, -3.427], [3.886, 1.979, -0.514], [-2.085, -3.381, -3.944], [0.331, 4.561, 2.877], [-1.998, -0.545, -1.655], [1.275, 6.259, 0.421], [6.404, 1.665, 0.350], [-1.347, 1.342, -3.371], [-3.610, -0.472, -2.250], [-1.512, -3.493, 4.815], [-0.712, -3.712, -4.829], [-0.857, -0.199, 0.100], [2.207, 4.433, -3.139], [3.259, 3.396, -4.215], [1.103, 3.960, 1.463], [1.744, 6.451, 2.008], [-4.378, -0.622, 1.910], [-3.659, -3.302, 0.667], [4.012, 3.680, -0.079], [-2.456, -2.083, 1.227], [-0.085, -2.623, -2.647], [5.171, 2.069, 1.574], [1.502, 3.625, -4.585], [1.258, -1.626, 0.551], [0.882, -5.204, 3.799], [0.175, 0.668, -1.053], [0.507, -4.164, -2.490], [1.016, -3.965, 4.912], [-2.959, 1.407, -3.845], [-1.691, -4.925, 3.717]],
  "total_charge": -1,
  "s2": 0.753,
  "homo_energy_ev": [-1.218, -4.890],
  "multiplicity": 2,
  "gap_ev": [3.21, 6.88]
}

***

3.
{
  "formula": "C17H29ClFN2O6",
  "method": "wB97M-V/def2-TZVPD",
  "species": ["Cl", "F", "O", "O", "O", "O", "O", "O", "N", "N", "C", "C", "C", "C", "C", "C", "C", "C", "C", "C", "C", "C", "C", "C", "C", "C", "C", "H", "H", "H", "H", "H", "H", "H", "H", "H", "H", "H", "H", "H", "H", "H", "H", "H", "H", "H", "H", "H", "H", "H", "H", "H", "H", "H", "H", "H"],
  "coordinates": [[0.638, 0.501, 6.623], [0.104, 0.327, 0.268], [-0.428, -1.374, -2.396], [-0.998, 2.516, -1.259], [2.723, 1.111, -2.181], [1.352, -0.742, -3.635], [1.457, 2.909, -2.731], [-1.883, 0.844, -2.529], [-0.136, -0.350, 4.143], [0.014, 0.072, 1.730], [-0.611, 1.265, 2.336], [5.101, 1.032, -2.344], [-0.328, -2.646, -3.084], [-4.254, 0.636, -2.737], [-0.722, 1.007, 3.807], [0.405, 0.849, -2.191], [-0.923, -1.388, 3.380], [1.390, -0.154, 2.213], [1.546, 1.752, -2.379], [-1.651, -3.348, -2.974], [-0.260, -0.663, 5.590], [3.885, 1.907, -2.502], [-0.862, 1.508, -1.926], [0.513, -0.481, -2.796], [1.305, -0.432, 3.680], [-0.832, -1.126, 1.909], [-3.099, 1.588, -2.640], [5.124, 0.581, -1.346], [0.463, -3.246, -2.613], [0.162, -1.660, 5.764], [0.027, 2.128, 2.095], [-0.342, -1.937, 1.363], [-3.210, 2.225, -1.757], [-1.776, 0.980, 4.113], [-1.800, -0.888, 1.460], [-1.990, -3.372, -1.935], [-5.165, 1.232, -2.744], [3.819, 2.285, -3.529], [1.973, 0.750, 1.982], [-4.210, 0.040, -3.652], [3.935, 2.768, -1.825], [1.650, -1.452, 3.903], [1.878, 0.280, 4.277], [-1.319, -0.610, 5.869], [-1.958, -1.334, 3.733], [-2.401, -2.835, -3.583], [-1.546, -4.367, -3.350], [-3.026, 2.205, -3.546], [6.015, 1.616, -2.472], [1.772, -1.010, 1.648], [-0.189, 1.749, 4.403], [-1.585, 1.368, 1.848], [-4.279, -0.034, -1.874], [-0.509, -2.368, 3.641], [-0.066, -2.471, -4.135], [5.108, 0.255, -3.113]],
  "total_charge": 1,
  "relative_energy_ev": 0.503,
  "homo_energy_ev": -9.125,
  "gap_ev": 5.04
}

***

4.
{
  "formula": "C17H29CuN3OSeTa",
  "method": "wB97M-V/def2-TZVPD",
  "species": ["Ta", "Se", "Cu", "O", "N", "N", "N", "C", "C", "C", "C", "C", "C", "C", "C", "C", "C", "C", "C", "C", "C", "C", "C", "C", "H", "H", "H", "H", "H", "H", "H", "H", "H", "H", "H", "H", "H", "H", "H", "H", "H", "H", "H", "H", "H", "H", "H", "H", "H", "H", "H", "H", "H"],
  "coordinates": [[0.018, -0.485, 0.206], [0.467, -1.092, 2.581], [-2.241, 0.997, 1.320], [-4.037, -1.465, 0.809], [0.201, 1.249, -0.688], [-1.904, -0.637, 0.185], [0.792, -1.896, -0.896], [-3.075, -0.756, 0.733], [0.137, -2.887, -1.759], [-1.929, 1.838, -1.735], [-0.530, -3.910, -0.850], [0.209, 2.609, 5.502], [-0.980, 2.035, 5.031], [0.315, 0.378, 3.851], [0.158, 1.614, -3.087], [1.451, 2.044, 5.175], [-0.931, 0.894, 4.222], [1.160, -3.559, -2.666], [-0.424, 2.054, -1.744], [1.596, 1.605, -0.335], [-0.923, -2.196, -2.598], [-0.128, 3.537, -1.530], [1.509, 0.919, 4.350], [2.149, -2.234, -0.413], [-0.470, -1.432, -3.241], [0.933, 3.768, -1.661], [2.257, 1.615, -1.217], [-2.204, 0.785, -1.877], [2.029, 0.894, 0.399], [-1.290, -3.431, -0.217], [-0.444, 3.858, -0.532], [-0.052, 0.552, -3.273], [-2.373, 2.194, -0.789], [-1.016, -4.678, -1.465], [0.212, -4.387, -0.200], [-0.301, 2.208, -3.890], [0.167, 3.505, 6.123], [-0.688, 4.122, -2.272], [2.374, 2.484, 5.553], [1.245, 1.758, -3.107], [-1.388, -2.950, -3.248], [2.205, -3.284, -0.084], [-1.947, 2.480, 5.272], [-2.371, 2.425, -2.554], [2.455, 0.457, 4.066], [2.899, -2.066, -1.202], [2.421, -1.612, 0.452], [-1.845, 0.430, 3.842], [1.621, 2.596, 0.146], [-1.706, -1.741, -1.977], [1.724, -2.811, -3.232], [0.640, -4.206, -3.382], [1.852, -4.188, -2.098]],
  "total_charge": 2,
  "relative_energy_ev": 0.617,
  "homo_energy_ev": -15.138,
  "gap_ev": 5.79
}

***

5.
{
  "formula": "C17H30BBrCl2IN3O7P",
  "method": "wB97M-V/def2-TZVPD",
  "species": ["I", "Br", "Cl", "Cl", "P", "O", "O", "O", "O", "O", "O", "O", "N", "N", "N", "C", "C", "C", "C", "C", "C", "C", "C", "C", "C", "C", "C", "C", "C", "C", "C", "C", "B", "H", "H", "H", "H", "H", "H", "H", "H", "H", "H", "H", "H", "H", "H", "H", "H", "H", "H", "H", "H", "H", "H", "H", "H", "H", "H", "H", "H", "H", "H"],
  "coordinates": [[1.221, 0.225, -2.620], [1.495, 3.634, 3.067], [0.398, 3.295, -4.203], [3.572, 2.239, -4.894], [-0.828, 1.244, -1.652], [-0.059, -0.701, 3.406], [-1.400, -1.526, -1.302], [-2.059, 0.928, -2.813], [-2.000, -5.137, 2.374], [-2.524, 1.182, 0.316], [-4.169, -0.901, -0.901], [-3.912, -1.195, 1.473], [-2.132, -3.877, -1.860], [0.396, -2.014, 0.466], [-0.776, -1.683, 1.182], [1.102, 1.303, 1.199], [2.551, 3.300, -5.898], [-0.730, -0.513, 2.155], [2.842, -2.377, 0.212], [-1.653, -1.152, 0.065], [4.222, -1.789, 0.780], [-1.261, -2.787, 2.080], [-1.798, 2.710, 2.932], [1.640, -2.124, 1.262], [-1.282, 0.444, 0.010], [-0.408, 0.867, 1.356], [1.412, 2.864, 1.210], [-1.335, 1.869, 2.166], [-1.818, -4.094, 1.375], [-1.840, -2.772, -1.655], [1.671, 4.203, -5.062], [0.565, 3.752, 0.213], [-3.265, -1.098, 0.195], [2.618, -1.901, -0.791], [1.612, -3.068, 1.911], [-1.203, -5.144, 2.950], [0.836, 4.836, 0.408], [-4.715, -0.107, -0.709], [0.914, 3.517, -0.846], [0.311, -2.945, 0.017], [1.961, 2.670, -6.564], [1.641, 0.864, 0.303], [-1.100, -4.552, 0.607], [2.250, 4.754, -4.321], [2.493, 2.953, 0.851], [-0.446, -3.160, 2.789], [-0.553, 3.665, 0.310], [-2.812, -3.978, 0.855], [-0.728, -0.657, 4.123], [1.165, 4.925, -5.704], [-4.821, -0.836, 1.369], [4.847, -1.333, -0.054], [1.651, 0.882, 2.112], [-1.950, 3.668, 3.506], [-1.769, -0.252, 2.554], [2.985, -3.494, 0.071], [-2.643, 1.860, -0.394], [3.225, 3.903, -6.508], [4.025, -0.984, 1.568], [4.818, -2.621, 1.284], [1.930, -1.229, 1.876], [-2.085, -2.428, 2.784], [-2.385, 1.838, -3.011]],
  "total_charge": 1,
  "homo_energy_ev": -11.748,
  "gap_ev": 8.79
}

***

6.
{
  "formula": "C17H30BKN7O2",
  "method": "wB97M-V/def2-TZVPD",
  "species": ["K", "O", "O", "N", "N", "N", "N", "N", "N", "N", "C", "C", "C", "C", "C", "C", "C", "C", "C", "C", "C", "C", "C", "C", "C", "C", "C", "B", "H", "H", "H", "H", "H", "H", "H", "H", "H", "H", "H", "H", "H", "H", "H", "H", "H", "H", "H", "H", "H", "H", "H", "H", "H", "H", "H", "H", "H", "H"],
  "coordinates": [[-0.327, 1.040, 2.090], [-1.828, 0.044, 3.652], [-3.273, -1.457, 2.690], [1.832, -2.544, 1.230], [0.886, 2.567, 0.338], [1.362, 3.702, -0.028], [1.668, -3.626, -3.101], [-1.525, -1.584, -0.858], [2.396, 3.439, -0.822], [1.586, 1.542, -0.204], [-0.588, -3.455, -2.127], [1.391, -2.145, -1.137], [-3.224, 0.511, 5.658], [-3.805, -1.007, 3.877], [1.213, -3.102, 0.035], [1.240, 5.772, -2.550], [2.533, 4.996, -2.786], [2.320, 3.849, -3.770], [0.704, -2.667, -2.391], [-0.284, -3.322, 0.342], [-1.234, -3.016, -0.816], [-5.002, -1.345, 4.465], [-2.944, -0.101, 4.459], [-4.435, 0.179, 6.268], [3.158, 4.513, -1.475], [-5.307, -0.732, 5.681], [2.524, 2.115, -0.920], [-2.018, -0.836, 2.493], [2.839, -2.637, 1.279], [2.528, -3.156, -3.379], [0.538, -1.859, -3.100], [-0.432, -4.359, 0.655], [2.455, -1.937, -1.324], [1.916, -4.379, -2.457], [3.277, 5.676, -3.208], [-1.278, -3.347, -2.967], [3.292, 1.623, -1.494], [-5.669, -2.060, 4.002], [-0.568, -2.681, 1.183], [1.438, -2.983, 2.053], [-6.239, -0.971, 6.176], [1.645, -4.086, -0.234], [3.226, 5.325, -0.755], [1.242, -4.046, -3.926], [-2.348, -1.404, -1.421], [3.239, 3.278, -3.935], [-2.139, -3.614, -0.677], [0.830, 6.122, -3.498], [1.408, 6.643, -1.913], [1.995, 4.236, -4.735], [0.921, -1.201, -0.875], [1.544, 3.165, -3.416], [0.484, 5.149, -2.069], [-4.698, 0.637, 7.212], [-1.734, -1.268, 0.101], [-2.533, 1.211, 6.110], [-0.357, -4.525, -2.033], [4.159, 4.120, -1.648]],
  "total_charge": 1,
  "relative_energy_ev": 4.004,
  "homo_energy_ev": -8.318,
  "gap_ev": 5.21
}

***

7.
{
  "formula": "C17H30BrF3N2O5P",
  "method": "wB97M-V/def2-TZVPD",
  "species": ["Br", "P", "F", "F", "F", "O", "O", "O", "O", "O", "N", "N", "C", "C", "C", "C", "C", "C", "C", "C", "C", "C", "C", "C", "C", "C", "C", "C", "C", "H", "H", "H", "H", "H", "H", "H", "H", "H", "H", "H", "H", "H", "H", "H", "H", "H", "H", "H", "H", "H", "H", "H", "H", "H", "H", "H", "H", "H", "H"],
  "coordinates": [[-4.280, -0.500, 3.296], [-2.916, -1.788, 4.501], [-0.200, 0.067, -8.293], [1.431, 1.284, -7.590], [1.245, -0.757, -6.913], [-1.161, 1.777, -0.521], [-0.026, 1.745, -5.338], [-2.492, -0.846, 5.776], [-1.334, 0.001, -5.881], [4.547, 0.225, 2.950], [-1.002, -2.672, 2.485], [0.754, -1.579, 3.001], [0.280, -2.460, 2.148], [1.606, -2.275, -0.059], [2.159, 0.465, 3.472], [-3.154, 1.420, -5.109], [-1.310, 2.924, 0.313], [0.556, 0.351, -7.228], [-0.295, 0.812, -6.036], [2.117, -1.032, 3.090], [0.657, -1.220, -0.657], [-1.863, 2.546, 1.711], [-2.200, 0.294, -4.770], [0.447, 0.041, 0.208], [3.426, 1.106, 2.864], [-0.228, -1.174, 3.904], [-1.312, -1.898, 3.568], [0.176, 1.335, -0.616], [0.962, -3.175, 1.020], [-2.763, -0.616, -4.569], [-1.612, 0.518, -3.879], [-0.410, 3.543, 0.359], [4.771, -0.077, 2.065], [1.724, -3.824, 1.473], [1.250, 0.224, 0.927], [-2.079, 3.543, -0.164], [2.549, -1.820, 0.253], [-1.632, -3.303, 2.010], [0.257, -3.839, 0.513], [-3.713, 1.183, -6.015], [-2.096, 1.480, 1.752], [1.887, -2.944, -0.880], [3.283, 1.371, 1.809], [-0.302, -1.678, -0.923], [3.674, 2.010, 3.425], [-2.789, 3.088, 1.922], [0.356, 1.070, -1.667], [-1.652, -1.132, 6.160], [2.633, -1.150, 2.142], [0.924, 2.087, -0.343], [1.122, -0.885, -1.592], [-3.855, 1.584, -4.292], [2.699, -1.595, 3.822], [-0.472, -0.122, 0.791], [-0.117, -0.444, 4.685], [-1.162, 2.816, 2.509], [2.284, 0.530, 4.558], [-2.616, 2.348, -5.295], [1.268, 1.013, 3.154]],
  "total_charge": 1,
  "relative_energy_ev": 0.000,
  "homo_energy_ev": -12.171,
  "gap_ev": 9.13
}

***

8.
{
  "formula": "C17H30ClGeN2O4S3Zn",
  "method": "wB97M-V/def2-TZVPD",
  "species": ["Ge", "Zn", "Cl", "S", "S", "S", "O", "O", "O", "O", "N", "N", "C", "C", "C", "C", "C", "C", "C", "C", "C", "C", "C", "C", "C", "C", "C", "C", "C", "H", "H", "H", "H", "H", "H", "H", "H", "H", "H", "H", "H", "H", "H", "H", "H", "H", "H", "H", "H", "H", "H", "H", "H", "H", "H", "H", "H", "H", "H"],
  "coordinates": [[0.085, 0.539, 2.738], [0.109, -1.641, -0.402], [-2.702, -1.443, -0.399], [1.437, -2.650, 1.442], [-0.122, 0.781, 0.480], [1.631, -0.761, -1.935], [-1.792, -1.377, -1.532], [-1.896, -1.730, 0.774], [-3.638, -2.506, -0.603], [-3.371, -0.198, -0.240], [-0.042, -3.804, -0.351], [0.819, -5.229, 1.352], [-1.469, -4.551, -2.160], [-1.253, 2.050, 4.939], [1.998, 2.579, 0.553], [-0.832, 2.158, 3.468], [2.311, -1.141, 5.260], [-0.673, -4.827, -0.926], [2.336, 0.312, 4.780], [-2.444, 1.121, 5.156], [0.904, -1.707, 5.459], [-0.577, -6.101, -0.378], [1.510, 1.277, -0.042], [0.190, -6.236, 0.769], [3.509, 1.178, -1.485], [2.166, 0.641, -1.027], [1.996, 0.572, 3.302], [-2.759, 0.906, 6.634], [0.681, -4.019, 0.780], [-3.615, 0.240, 6.757], [-2.234, 0.157, 4.687], [4.249, 1.074, -0.687], [0.482, -2.018, 4.505], [0.321, -7.205, 1.246], [-1.656, -5.465, -2.721], [1.570, 2.735, 1.543], [-0.739, -0.679, 3.101], [-0.409, 1.690, 5.539], [-2.421, -4.104, -1.869], [-1.507, 3.047, 5.318], [2.544, -0.112, 2.655], [0.243, -0.959, 5.911], [2.850, -1.770, 4.549], [-0.159, 3.012, 3.347], [-0.958, -3.819, -2.784], [1.673, 0.897, 5.428], [3.085, 2.602, 0.634], [2.846, -1.179, 6.215], [3.850, 0.609, -2.345], [3.448, 2.233, -1.763], [-2.992, 1.853, 7.127], [3.348, 0.700, 4.937], [2.331, 1.585, 3.060], [-1.701, 2.356, 2.836], [-1.906, 0.458, 7.146], [1.684, 3.424, -0.070], [0.925, -2.583, 6.109], [-3.319, 1.539, 4.651], [-1.080, -6.947, -0.823]],
  "total_charge": -1,
  "relative_energy_ev": 0.369,
  "homo_energy_ev": -4.358,
  "gap_ev": 7.17
}